1.
This record from the Open Molecules 2025 dataset describes a cluster of 2 separate species, N2P2S in total. The level of theory is ωB97M-V/def2-TZVPD.

Each line ends with the Löwdin charge.
Cartesian coordinates (Å):
P1 -1.71900 0.72817 -0.11909  0.839
N1 -1.05348 -0.58405 0.00224  -1.279
S1 -0.39558 -2.02116 0.12324  0.433
N2 1.26542 1.11730 0.47016  -0.569
P2 1.85314 0.01000 -0.25113  0.576

Atomic forces in eV per Å
-0.07 0.90 0.09
-0.59 -1.42 0.03
0.16 0.32 -0.11
-0.88 2.04 0.97
1.37 -1.84 -0.98

Properties
Kohn-Sham gap, eV: 8.0
HOMO energy, eV: -8.821
SMILES: P#[N+][S-].N#P
LUMO energy, Ha: -0.031

---

2.
This record from the Open Molecules 2025 dataset describes a structure of composition C31H33N6OPdSSe. The level of theory is ωB97M-V/def2-TZVPD.

Each line ends with the Löwdin charge.
Cartesian coordinates (Å):
Pd1 0.47040 0.34541 -0.91645  0.475
N1 -1.89698 -1.88391 -1.74589  0.189
C1 -0.73129 -2.37421 -2.19284  -0.443
N2 -0.74122 -3.55518 -2.78852  0.184
C2 0.44766 -4.00528 -3.19076  -0.427
N3 0.49492 -5.18105 -3.81857  0.188
N4 1.61649 -3.35676 -3.00882  0.183
C3 1.52573 -2.18412 -2.42597  -0.272
N5 0.38475 -1.63096 -1.99445  0.073
C4 2.77931 -1.42033 -2.20584  -0.205
C5 4.01563 -2.00863 -2.43284  0.007
C6 5.15825 -1.26354 -2.19008  -0.034
C7 5.02384 0.03392 -1.72587  -0.031
C8 3.74763 0.54310 -1.53659  -0.113
N6 2.65056 -0.16267 -1.77769  0.052
H1 -2.72886 -2.43608 -1.86117  0.120
H2 -1.91749 -1.01310 -1.25051  0.069
H3 -0.34654 -5.71608 -3.93412  0.116
H4 1.38922 -5.56504 -4.06352  0.115
H5 4.05192 -3.02463 -2.79579  0.112
H6 6.13948 -1.68486 -2.36116  0.117
H7 5.88635 0.65242 -1.52184  0.114
H8 3.59472 1.55574 -1.18423  0.105
C9 -2.32628 6.30029 -3.88227  -0.037
C10 -1.62530 5.35228 -2.95421  -0.244
C11 -2.12751 4.07962 -2.71215  -0.003
C12 -1.48501 3.19060 -1.86464  -0.289
C13 -2.06547 1.82170 -1.64933  -0.085
C14 -0.30874 3.59855 -1.21383  -0.481
Se1 0.55932 2.47326 0.05026  0.979
C15 0.22131 4.88280 -1.45010  -0.295
C16 1.49143 5.33461 -0.78081  -0.080
C17 -0.44055 5.72589 -2.32385  -0.002
H9 -3.17125 5.82090 -4.37236  0.078
H10 -1.63911 6.66617 -4.64588  0.088
H11 -2.69388 7.16969 -3.33429  0.091
H12 -3.04894 3.77276 -3.19372  0.121
H13 -2.81989 1.58968 -2.39882  0.090
H14 -2.51362 1.73847 -0.65709  0.091
H15 -1.25350 1.06990 -1.72391  -0.011
H16 2.26619 4.57187 -0.85638  0.055
H17 1.30999 5.51796 0.28089  0.087
H18 1.86785 6.24951 -1.23332  0.083
H19 -0.01891 6.70528 -2.52076  0.127
O1 1.65307 -0.05796 1.26457  -0.657
S1 1.41580 -1.26619 2.12656  0.974
C18 -0.21870 -1.91100 1.58506  -0.281
C19 -0.55597 -3.23099 2.21624  -0.280
C20 0.35254 -4.28704 2.13392  -0.058
C21 0.08969 -5.49516 2.75948  -0.071
C22 -1.08887 -5.66723 3.47156  -0.077
C23 -2.01601 -4.63814 3.52303  -0.071
C24 -1.75479 -3.42986 2.89300  -0.050
C25 1.03767 -0.62161 3.82076  -0.249
C26 -0.21634 0.17756 3.94578  -0.289
C27 -1.32900 -0.33884 4.60327  -0.052
C28 -2.50865 0.38793 4.66674  -0.071
C29 -2.58291 1.64710 4.08829  -0.078
C30 -1.46458 2.18619 3.46837  -0.076
C31 -0.28771 1.45598 3.39764  -0.071
H20 -0.03571 -2.02691 0.51832  0.051
H21 -0.95755 -1.12874 1.76277  0.095
H22 1.27613 -4.15605 1.58071  0.106
H23 0.80566 -6.30394 2.69414  0.108
H24 -1.28727 -6.60150 3.97974  0.108
H25 -2.94578 -4.76937 4.06167  0.109
H26 -2.49143 -2.63782 2.92575  0.110
H27 1.92160 -0.01996 4.03402  0.101
H28 1.03797 -1.50705 4.45899  0.099
H29 -1.26574 -1.31111 5.07446  0.115
H30 -3.36380 -0.02794 5.18443  0.109
H31 -3.50236 2.21531 4.14154  0.106
H32 -1.49526 3.18951 3.06171  0.106
H33 0.58570 1.87890 2.91758  0.075

Atomic forces in eV per Å
0.27 -0.75 -0.44
0.08 -0.13 -0.06
0.22 0.02 -0.01
-0.16 -0.13 -0.10
-0.08 0.17 0.13
0.04 -0.01 0.06
0.21 0.01 -0.10
-0.30 -0.20 -0.01
-0.15 0.34 0.39
0.29 0.12 -0.01
-0.11 -0.01 -0.04
-0.01 0.06 0.03
-0.02 0.02 -0.05
0.03 0.06 -0.03
-0.16 -0.05 0.14
0.01 0.03 0.02
-0.08 0.10 0.05
-0.01 -0.01 -0.01
-0.01 -0.02 -0.06
0.04 0.00 0.01
-0.01 -0.04 0.01
0.00 -0.01 0.01
0.02 -0.01 0.02
0.03 0.01 0.05
0.03 -0.05 -0.01
-0.03 0.04 -0.01
0.10 -0.16 0.07
-0.02 0.17 0.05
-0.08 0.10 0.05
0.02 0.63 -0.12
0.09 -0.06 0.13
-0.11 -0.05 0.00
0.01 0.00 -0.01
0.00 0.02 -0.02
-0.03 0.00 -0.02
-0.02 0.00 -0.01
0.02 -0.01 -0.03
0.02 -0.02 -0.01
0.01 -0.08 0.00
-0.29 0.01 -0.20
0.06 0.06 0.01
0.08 0.02 0.00
-0.03 0.02 0.02
-0.01 0.00 -0.01
-0.04 0.04 -0.05
-0.26 -0.05 0.38
0.37 0.02 0.27
0.07 -0.08 0.10
0.00 0.05 0.01
0.01 -0.02 -0.01
-0.02 -0.01 0.00
-0.05 0.01 0.01
0.05 0.08 0.01
-0.05 -0.31 -0.33
-0.03 0.06 -0.07
0.02 -0.02 -0.09
-0.01 -0.03 0.04
-0.04 0.01 0.02
0.05 0.03 0.00
0.00 0.00 -0.05
-0.07 0.08 -0.16
-0.05 0.00 -0.02
0.01 -0.02 0.03
0.01 0.01 0.00
0.00 -0.01 -0.03
0.01 -0.02 -0.02
0.01 0.09 0.06
0.09 -0.10 0.00
0.02 0.04 0.04
-0.02 -0.07 -0.02
-0.01 0.03 -0.02
0.01 0.01 0.02
-0.04 -0.02 -0.05
0.01 -0.01 0.04

Properties
⟨S²⟩: 2.014
Charge: +1
Kohn-Sham gap (alpha / beta), eV: 7.8 / 6.3
HOMO energy (alpha / beta), eV: -10.471 / -11.002
Multiplicity: 3
LUMO energy (alpha / beta), Ha: -0.099 / -0.172

---

3.
This record from the Open Molecules 2025 dataset describes the molecule C5H10O2. The level of theory is ωB97M-V/def2-TZVPD.

Each line ends with the Löwdin charge.
Cartesian coordinates (Å):
C1 1.24123 0.81503 -1.64597  -0.040
C2 -0.08647 0.20869 -1.22043  -0.402
O1 -0.04413 -1.13480 -1.65274  -0.018
C3 -0.25335 0.40455 0.27822  -0.312
C4 -1.18274 -0.47421 1.11148  -0.084
C5 -0.04293 -0.44454 2.13486  -0.164
O2 0.85137 -0.08375 1.06337  -0.081
H1 1.38710 0.74288 -2.72525  0.082
H2 1.30721 1.86405 -1.34605  0.086
H3 2.05152 0.24903 -1.17475  0.089
H4 -0.94860 0.75798 -1.65289  0.150
H5 -0.62133 -1.66446 -1.09252  0.074
H6 -0.43321 1.49741 0.41227  0.159
H7 -2.21541 -0.16496 1.31452  0.117
H8 -1.11096 -1.47558 0.67895  0.101
H9 0.27156 -1.40827 2.56882  0.119
H10 -0.17085 0.31096 2.94810  0.124

Atomic forces in eV per Å
0.11 0.09 -0.10
0.17 0.35 0.16
-0.27 -0.17 0.14
-0.06 0.15 -0.16
-0.24 -0.24 -0.22
-0.14 -0.34 0.33
0.40 0.82 0.47
-0.17 0.04 0.05
0.04 -0.07 -0.04
-0.17 0.17 0.03
0.29 -0.28 -0.19
-0.02 -0.01 -0.16
0.21 -0.50 0.25
0.37 -0.14 0.10
-0.63 -0.03 0.06
-0.25 0.40 -0.02
0.35 -0.24 -0.70

Properties
Kohn-Sham gap, eV: 10.8
HOMO energy, eV: -9.838
SMILES: C[C@@H](O)[C@H]1CCO1
LUMO energy, Ha: 0.036

---

| no. | E (eV) | maximum force (eV/A) |
| --- | --- | --- |
| 1 | -32390.4890 | 2.50 |
| 2 | -123328.5620 | 0.91 |
| 3 | -9440.6968 | 1.03 |